No. 1
The following is a quantum chemistry calculation of a structure of composition C6H6N2O2S4 at a distorted geometry, from the Open Molecules 2025 dataset.

Properties
energy relative to the best compared isomer or geometry (same formula, charge and spin)	396.38	kJ/mol
net charge	0
frontier orbital gap (alpha / beta)	0.2827 / 0.2827	hartree
LUMO energy (alpha / beta)	-0.44 / -0.44	eV
largest force on an atom	4.60	eV/Å

```
20
C6H6N2O2S4 | the Open Molecules 2025 dataset | ωB97M-V with the def2-TZVPD basis set
C -1.8474 -0.2570 2.9832
C 1.8359 -0.4342 -1.4020
C 0.5361 1.5634 -1.6181
C -2.4384 0.2692 1.6323
C 2.6041 0.1923 -2.5905
C -0.3353 -0.1747 -0.2044
N -0.4898 0.0376 2.8859
N 0.6363 0.3264 -1.1136
O -2.4078 -0.8541 3.8771
O 2.1333 -1.3946 -0.7134
S -0.7050 2.5446 -1.4314
S 1.9913 1.8543 -2.6958
S -0.7527 0.8335 1.0925
S -0.8429 -1.8176 -0.5010
H -2.9595 -0.6695 1.1138
H -3.1527 1.0035 1.5026
H 3.6303 -0.0141 -2.4912
H 2.1824 -0.3855 -3.3173
H 0.1409 -0.0751 3.6987
H 0.2409 -2.5485 -0.7072
```

Formally, the Mulliken partial charges of the atoms, in units of the elementary charge, are as follows: 0.451 0.297 0.518 -0.589 -0.580 0.175 -0.308 -0.003 -0.601 -0.566 -0.360 -0.102 0.122 -0.277 0.261 0.471 0.426 0.319 0.194 0.150


No. 2
The following is a quantum chemistry calculation of a cluster of 2 separate species, C6H13NO in total at a distorted geometry, from the Open Molecules 2025 dataset.

Properties
energy relative to the best compared isomer or geometry (same formula, charge and spin)	104.94	kJ/mol
multiplicity	2
net charge	+1
frontier orbital gap (alpha / beta)	0.3188 / 0.1819	hartree
LUMO energy (alpha / beta)	-4.16 / -7.88	eV
largest force on an atom	2.36	eV/Å

```
21
C6H13NO | the Open Molecules 2025 dataset | ωB97M-V with the def2-TZVPD basis set
O 0.7101 -2.2629 2.4975
C 0.2542 -1.3600 1.8688
C -1.1855 -1.2865 1.3984
C -1.8342 0.0197 1.8732
H 0.8709 -0.4730 1.5993
H -1.7043 -2.1628 1.7765
H -1.0810 -1.2593 0.3033
H -1.8370 0.0332 2.9559
H -2.8406 0.1403 1.4775
H -1.2526 0.8723 1.5168
C 0.1807 2.0269 -0.7900
C 0.5188 0.9601 -1.7475
C 1.3392 -0.1118 -1.4767
N 1.7026 -0.9827 -2.4551
H 0.6651 1.8230 0.1616
H 0.4360 3.0109 -1.1904
H -0.9008 2.0891 -0.6115
H 0.1373 1.0223 -2.7660
H 1.7742 -0.2800 -0.4979
H 2.7101 -1.1308 -2.5322
H 1.3371 -0.6879 -3.3614
```

Formally, the Mulliken partial charges of the atoms, in units of the elementary charge, are as follows: -0.455 -0.055 -0.141 -1.039 0.306 0.304 0.207 0.363 0.308 0.184 -1.123 0.052 0.106 -0.334 0.300 0.410 0.337 0.296 0.358 0.326 0.292


No. 3
The following is a quantum chemistry calculation of an isolated molecule of C6H6BrClNO3P3S at a distorted geometry, from the Open Molecules 2025 dataset.

Properties
SMILES string	N=[PH2]C1=C([PH2]=S)C(=O)C(Cl)=C(P(O)Br)C1=O
net charge	0
frontier orbital gap	0.2277	hartree
LUMO energy	-2.83	eV
largest force on an atom	8.96	eV/Å

```
22
C6H6BrClNO3P3S | the Open Molecules 2025 dataset | ωB97M-V with the def2-TZVPD basis set
N -3.5255 0.6908 -0.6484
P -2.1689 0.3198 -1.5076
C -0.6948 0.4388 -0.2628
C -0.7503 -0.3423 1.0376
P -2.1891 -1.4817 1.5669
S -1.5856 -2.6043 3.0872
C 0.5766 -0.1618 2.0297
O 0.5173 0.0039 3.3546
C 2.0426 -0.1486 1.2247
Cl 3.4562 -1.0802 1.9817
C 2.0963 0.6241 -0.0574
P 3.7607 0.7174 -0.9908
O 3.5356 1.6188 -2.4969
Br 4.1998 -1.4837 -1.5517
C 0.6769 1.3448 -0.5709
O 0.6189 2.5360 -1.1762
H -3.2588 0.9093 0.3450
H -2.3234 -1.0248 -2.0542
H -2.0757 1.3347 -2.5552
H -3.4356 -0.8043 1.8341
H -2.4046 -2.4140 0.4516
H 2.9315 1.0072 -3.0409
```

Formally, the Mulliken partial charges of the atoms, in units of the elementary charge, are as follows: -0.687 0.385 0.007 0.106 0.192 -0.356 0.152 -0.442 0.063 -0.117 0.364 0.220 -0.456 -0.149 0.123 -0.488 0.243 0.112 0.139 0.160 0.099 0.329


No. 4
The following is a quantum chemistry calculation of a cluster of 2 separate species, C2H8NOS in total at a distorted geometry, from the Open Molecules 2025 dataset.

Properties
energy relative to the best compared isomer or geometry (same formula, charge and spin)	34.08	kJ/mol
net charge	-1
frontier orbital gap	0.2619	hartree
LUMO energy	4.17	eV
largest force on an atom	2.02	eV/Å

```
13
C2H8NOS | the Open Molecules 2025 dataset | ωB97M-V with the def2-TZVPD basis set
C 0.4525 -1.9781 0.0995
C 0.0805 -0.6276 0.7227
S -0.0367 0.6563 -0.5435
N 1.8253 -1.9068 -0.5207
H -0.4321 -2.2091 -0.5623
H 0.5815 -2.8951 0.6987
H 0.8145 -0.3882 1.5304
H -0.9115 -0.8046 1.1727
H 2.4416 -1.8353 0.2788
H 1.7531 -1.0226 -1.0349
H -2.7804 2.4794 0.3776
H -1.2759 2.3109 0.1030
O -1.9245 2.8615 0.6181
```

Formally, the Mulliken partial charges of the atoms, in units of the elementary charge, are as follows: -0.575 -0.503 -0.682 -0.684 0.236 0.324 0.235 0.222 0.228 0.315 0.297 0.232 -0.644


No. 5
The following is a quantum chemistry calculation of a structure of composition C4H7NO2S2 at a distorted geometry, from the Open Molecules 2025 dataset.

Properties
energy relative to the best compared isomer or geometry (same formula, charge and spin)	113.26	kJ/mol
net charge	0
frontier orbital gap	0.3501	hartree
LUMO energy	0.36	eV
largest force on an atom	5.24	eV/Å

```
16
C4H7NO2S2 | the Open Molecules 2025 dataset | ωB97M-V with the def2-TZVPD basis set
C 1.5096 -1.0403 -0.1164
C 0.5256 -0.6800 -1.1764
C 0.0835 0.5762 0.9381
C -0.8884 0.0659 -0.1181
N 1.0804 -0.4618 1.0092
O 2.4107 -1.8329 -0.1834
O -1.6729 0.9241 -0.7381
S 0.8480 2.1669 0.4777
S -1.8796 -1.0869 0.8558
H 0.7809 0.1824 -1.5999
H 0.1563 -1.4176 -1.8946
H -0.2846 0.8645 1.9479
H 1.4953 -0.5636 1.9348
H -2.3027 0.5575 -1.3586
H 0.9364 1.9874 -0.8857
H -2.7985 -0.2418 0.9079
```

Formally, the Mulliken partial charges of the atoms, in units of the elementary charge, are as follows: 0.640 -0.903 -0.381 0.212 -0.028 -0.626 -0.493 -0.167 -0.212 0.352 0.364 0.404 0.235 0.381 0.093 0.131


No. 6
The following is a quantum chemistry calculation of a cluster of 6 separate species, C28H59O19P in total, from the Open Molecules 2025 dataset.

Properties
SMILES string	CCCCCCCCCCCCCOP(=O)(O)O.COC(=O)OC.COC(=O)OC.COC(=O)OC.COC(=O)OC.COC(=O)OC
net charge	0
frontier orbital gap	0.3982	hartree
LUMO energy	0.25	eV
largest force on an atom	0.26	eV/Å

```
107
C28H59O19P | the Open Molecules 2025 dataset | ωB97M-V with the def2-TZVPD basis set
C 0.0104 6.2896 -3.4119
C -1.2037 5.4668 -3.8319
C -2.4492 5.7902 -3.0161
C -3.6706 4.9797 -3.4387
C -4.8717 5.0880 -2.4906
C -4.9211 4.0298 -1.3802
C -4.0756 4.3195 -0.1247
C -2.7199 3.6077 -0.0071
C -2.6991 2.1395 -0.4242
C -1.5381 1.3772 0.2101
C -1.4007 -0.0701 -0.2925
C -0.2091 -0.3119 -1.2285
C 0.0386 0.7682 -2.2820
O -0.0081 0.1887 -3.6160
P 1.2801 0.2775 -4.5282
O 2.5690 -0.0170 -3.9056
O 0.8493 -0.6684 -5.7226
O 1.2297 1.7530 -5.1405
H 0.0890 6.3412 -2.3234
H 0.9393 5.8608 -3.7901
H -0.0567 7.3133 -3.7843
H -0.9811 4.3980 -3.7412
H -1.4187 5.6397 -4.8912
H -2.6761 6.8584 -3.1103
H -2.2361 5.6180 -1.9575
H -3.3784 3.9246 -3.5180
H -3.9620 5.2849 -4.4478
H -4.8867 6.0874 -2.0415
H -5.7901 5.0013 -3.0764
H -4.6287 3.0707 -1.8165
H -5.9607 3.9000 -1.0728
H -3.9017 5.3979 -0.0619
H -4.6638 4.0646 0.7605
H -2.3895 3.6776 1.0339
H -1.9615 4.1408 -0.5885
H -3.6363 1.6425 -0.1498
H -2.6358 2.0677 -1.5152
H -0.6055 1.9248 0.0310
H -1.6849 1.3833 1.2927
H -2.3313 -0.3754 -0.7796
H -1.2859 -0.7391 0.5620
H 0.6963 -0.4325 -0.6306
H -0.3429 -1.2533 -1.7648
H -0.7187 1.5492 -2.2699
H 1.0162 1.2314 -2.1466
H -0.0751 -0.9299 -5.6859
H 2.0964 2.1697 -5.0854
C -2.4230 -3.6644 4.4455
O -1.9765 -4.5020 3.3732
C -2.1724 -3.9913 2.1579
O -2.6807 -2.9276 1.9146
O -1.7065 -4.8559 1.2592
C -1.8379 -4.4199 -0.0997
H -2.1916 -4.2087 5.3561
H -1.8939 -2.7131 4.4320
H -3.4935 -3.4819 4.3766
H -1.2868 -3.4939 -0.2561
H -2.8854 -4.2612 -0.3487
H -1.4182 -5.2194 -0.7015
C 3.6501 -2.3210 7.6119
O 2.4564 -3.1040 7.4678
C 2.3357 -3.7048 6.2831
O 3.1277 -3.6455 5.3799
O 1.2098 -4.4174 6.2908
C 0.9636 -5.1441 5.0794
H 3.6057 -1.9098 8.6154
H 4.5340 -2.9452 7.4929
H 3.6715 -1.5231 6.8724
H 1.7610 -5.8605 4.8925
H 0.8794 -4.4636 4.2346
H 0.0224 -5.6618 5.2343
C 9.3195 1.7916 -2.1215
O 8.7525 0.7597 -2.9331
C 7.4185 0.6932 -2.8825
O 6.7099 1.4209 -2.2345
O 7.0179 -0.2907 -3.6771
C 5.5928 -0.4821 -3.7203
H 10.3927 1.7180 -2.2668
H 8.9579 2.7689 -2.4366
H 9.0648 1.6381 -1.0743
H 5.0898 0.4163 -4.0630
H 5.2130 -0.7418 -2.7352
H 5.4306 -1.2964 -4.4180
C 6.9717 -8.4582 10.4276
O 5.5958 -8.1999 10.1255
C 5.3711 -7.0084 9.5736
O 6.2072 -6.1764 9.3309
O 4.0641 -6.8883 9.3487
C 3.6860 -5.6441 8.7485
H 6.9901 -9.4517 10.8639
H 7.5729 -8.4272 9.5209
H 7.3511 -7.7227 11.1344
H 4.1654 -5.5364 7.7755
H 3.9735 -4.8104 9.3863
H 2.6070 -5.6788 8.6404
C -4.0640 1.4917 -6.6167
O -4.9370 2.5416 -7.0421
C -6.2157 2.3547 -6.7170
O -6.6595 1.4066 -6.1224
O -6.9171 3.3977 -7.1570
C -8.3182 3.3294 -6.8666
H -3.0702 1.7936 -6.9335
H -4.0967 1.3839 -5.5336
H -4.3407 0.5475 -7.0825
H -8.4822 3.2873 -5.7915
H -8.7609 2.4507 -7.3316
H -8.7438 4.2368 -7.2826
```

These are the Mulliken partial charges, in e, on atoms 1 to 99: -1.346 -0.032 -0.596 -0.355 -0.906 -0.614 -0.933 -0.552 -0.271 -1.125 -0.429 -0.840 0.224 -0.350 0.790 -0.417 -0.549 -0.424 0.335 0.352 0.345 0.075 0.324 0.342 0.079 0.020 0.513 0.350 0.378 0.391 0.324 0.400 0.433 0.524 0.033 0.384 0.337 0.299 0.554 0.393 0.132 0.332 0.278 -0.231 0.360 0.340 0.317 -0.698 -0.333 0.832 -0.549 -0.339 -0.426 0.204 0.319 0.358 0.101 0.296 0.236 -0.698 -0.320 0.851 -0.563 -0.305 -0.631 0.229 0.330 0.314 0.349 0.269 0.187 -0.624 -0.328 0.766 -0.551 -0.327 -0.584 0.209 0.293 0.292 0.274 0.286 0.300 -0.627 -0.333 0.747 -0.552 -0.334 -0.592 0.212 0.296 0.296 0.271 0.316 0.291 -0.599 -0.331 0.822 -0.554